The following is a quantum chemistry calculation of a 10-piece molecular cluster, C15H46N20O9P overall in a non-equilibrium geometry, from OMol25.

## Properties
* total charge: +1
* calculated total energy: -2712.859085 hartree
* highest occupied orbital energy: -11.2574 eV
* spin multiplicity: 1

Cartesian coordinates (Å):
C -1.12854 -4.97153 -0.02320
P 0.66795 -5.39241 -0.53532
C 1.51371 -5.85775 1.08137
C 1.31626 -3.77434 -1.22150
C 2.30194 -2.86821 -0.47591
C 2.57058 -1.63291 -1.31552
N 1.99653 -1.41794 -2.54843
N 1.18388 -2.17159 -3.26585
C 0.88635 -3.30330 -2.57652
H -1.62376 -5.82014 0.52489
H -1.04002 -4.05848 0.65560
H -1.66184 -4.64981 -0.96606
H 1.13253 -6.86396 1.45487
H 2.64567 -5.85736 1.00614
H 1.19444 -5.08101 1.85798
H 2.74136 -3.08663 0.52946
H 3.27837 -0.85131 -0.89976
H 2.23401 -0.51958 -3.00991
H 0.17337 -3.99981 -3.12357
C 2.61563 0.34149 2.39013
O 3.51919 -0.46814 2.19594
N 1.31082 -0.01703 2.37154
N 2.84419 1.65045 2.63971
H 0.55217 0.62155 2.52622
H 1.10353 -0.98376 2.19053
H 3.80287 1.95201 2.66197
H 2.11505 2.32877 2.80263
C -2.10245 -0.92430 0.11233
O -1.73027 -1.52324 1.11361
N -1.29254 -0.73076 -0.96374
N -3.34328 -0.40587 -0.01557
H -1.57875 -0.24743 -1.79754
H -0.35962 -1.09966 -0.90718
H -3.97326 -0.52777 0.75856
H -3.66186 0.08970 -0.83704
C 0.65506 1.22405 -5.68671
O 1.18115 1.89577 -4.80783
N 0.32328 -0.07871 -5.50091
N 0.36160 1.72189 -6.91373
H -0.10766 -0.65602 -6.20096
H 0.52918 -0.47454 -4.60153
H 0.59472 2.68497 -7.08562
H -0.06863 1.18722 -7.64540
C 2.05314 4.78536 4.71603
O 1.86315 4.02208 3.77372
N 2.27716 4.34862 5.97611
N 2.05437 6.13637 4.57120
H 2.43432 4.95686 6.76229
H 2.28358 3.35392 6.12188
H 1.88982 6.49896 3.64728
H 2.20661 6.78056 5.32882
C -0.07438 5.17838 8.60089
O 1.08714 4.91232 8.87797
N -0.83729 4.38579 7.80340
N -0.69998 6.28947 9.06743
H -1.79062 4.58596 7.56465
H -0.40780 3.55346 7.43877
H -0.16623 6.90074 9.66161
H -1.65060 6.52699 8.85342
C 4.88205 8.87817 4.91546
O 4.57257 8.78110 6.09369
N 4.46655 7.98621 3.97813
N 5.66483 9.88325 4.44378
H 4.70529 8.04332 3.00544
H 3.88436 7.22843 4.29739
H 5.99047 10.56199 5.11045
H 5.92981 9.98054 3.48147
C -2.50768 -4.12897 -5.24008
O -1.98439 -3.25647 -5.91575
N -2.45974 -4.12690 -3.88016
N -3.18053 -5.17525 -5.78529
H -2.88130 -4.83242 -3.30297
H -1.97012 -3.36499 -3.44265
H -3.23811 -5.21126 -6.79006
H -3.61863 -5.90089 -5.24581
C -1.19344 -8.60443 -5.10381
O -2.12080 -9.25889 -5.55199
N -0.09208 -9.17718 -4.55047
N -1.18616 -7.24380 -5.12091
H 0.68016 -8.65765 -4.17707
H -0.06364 -10.18210 -4.52125
H -1.99057 -6.78515 -5.52642
H -0.43672 -6.68402 -4.75874
C -5.51227 1.47325 -2.51019
O -4.35254 1.21880 -2.19912
N -6.24304 0.67034 -3.32250
N -6.15876 2.57877 -2.06760
H -7.19145 0.85988 -3.58903
H -5.79530 -0.15984 -3.67092
H -5.64701 3.19842 -1.46272
H -7.10540 2.80657 -2.30915

=====

The following is a quantum chemistry calculation of a 9-piece molecular cluster, C15H48N12O9 overall in a non-equilibrium geometry, from OMol25.

## Properties
* ΔE to the lowest compared entry with this formula, charge and spin: 34.4 kJ/mol
* total charge: 0
* calculated total energy: -1934.789554 hartree
* SMILES: NC(N)=O.NC(N)=O.NC(N)=O.NC(N)=O.NC(N)=O.NC(N)=O.CC(C)O.CC(C)O.CC(C)O
* highest occupied orbital energy: -9.3095 eV
* spin multiplicity: 1

Cartesian coordinates (Å):
N 2.36013 0.24246 1.16401
C 2.45701 1.55803 0.92806
N 3.54241 2.14154 1.40637
O 1.43286 2.24165 0.41592
H 1.41870 -0.09515 0.93587
H 2.84520 -0.30194 1.84134
H 4.20976 1.62836 2.00288
H 3.49468 3.19211 1.39090
N -4.88358 -1.95286 1.26805
C -4.54880 -0.82041 0.49084
N -3.51567 -0.94732 -0.40104
O -5.07769 0.28914 0.59605
H -5.86763 -2.02361 1.51320
H -4.52275 -2.86289 0.93050
H -3.10739 -1.89968 -0.54059
H -3.18329 -0.15657 -0.93112
N 3.08253 -0.01535 4.53634
C 4.36322 -0.21911 4.15611
N 4.96484 -1.40913 4.58813
O 4.90137 0.41155 3.29751
H 2.75265 0.89974 4.30924
H 2.57485 -0.47571 5.26184
H 5.87449 -1.66493 4.25397
H 4.54043 -1.76332 5.44598
N 1.38984 -1.41180 -5.92183
C 0.86102 -1.54486 -4.65846
N 1.75198 -1.98371 -3.73327
O -0.34198 -1.43954 -4.43401
H 0.89810 -0.92380 -6.65230
H 2.36248 -1.46336 -5.94949
H 1.35020 -2.34448 -2.85148
H 2.74696 -1.85712 -3.82600
N -1.39928 1.14575 1.57481
C -1.15578 0.24232 2.56527
N -2.32107 -0.32695 3.01552
O -0.03409 -0.09764 2.96450
H -2.34724 1.38331 1.33100
H -0.67480 1.65506 1.10234
H -3.21357 0.01746 2.70399
H -2.36352 -1.15492 3.55896
N 0.44585 -2.84005 1.20034
C 0.26588 -2.23253 -0.00905
N -0.14654 -0.95044 -0.02910
O 0.51584 -2.94698 -1.03039
H 0.99423 -3.68249 1.12214
H 0.40639 -2.33154 2.04181
H -0.78951 -0.62169 0.62824
H -0.42706 -0.63725 -0.99051
C -1.93015 2.53245 -1.72013
C -1.29641 1.56435 -2.70097
C 0.20545 1.82740 -2.83064
O -1.55422 0.15898 -2.42402
H -1.34646 2.59392 -0.72801
H -2.92994 2.32626 -1.37782
H -1.83871 3.47197 -2.14148
H -1.70424 1.93516 -3.65172
H 0.66355 1.42159 -3.69437
H 0.70878 1.71013 -1.88009
H 0.14908 2.93266 -2.94506
H -1.23277 -0.36045 -3.20942
C 0.99353 5.78695 -1.25943
C 2.05380 5.93886 -0.20376
C 1.52549 6.59062 1.14468
O 2.75566 4.75012 0.07560
H 0.21328 5.13135 -0.84992
H 1.47458 5.46810 -2.14526
H 0.44406 6.77005 -1.41330
H 2.81850 6.57696 -0.50394
H 0.83445 5.88959 1.64804
H 0.98896 7.47478 0.79647
H 2.43004 6.83454 1.76128
H 2.10084 4.06205 0.12078
C -2.56815 -5.32371 1.07223
C -1.88538 -4.85510 -0.22469
C -1.77739 -5.96489 -1.20776
O -2.70325 -3.75312 -0.68036
H -3.57698 -5.35913 0.79256
H -2.41364 -4.62268 1.88941
H -2.19877 -6.31079 1.45199
H -0.93491 -4.58332 0.21415
H -0.95447 -6.61951 -0.77811
H -1.37044 -5.67749 -2.15029
H -2.69178 -6.54187 -1.28539
H -2.33465 -3.42613 -1.54465